Record 1
# C33H41N5Tl

A structure of composition C33H41N5Tl (ωB97M-V/def2-TZVPD, the Open Molecules 2025 dataset).

XYZ file:
```
80
Properties=species:S:1:pos:R:3
Tl 0.0000 0.0000 0.0000
N 2.6399 -2.5476 0.8649
N 2.2852 1.0602 0.0917
C -1.8382 0.8195 0.5007
C -1.0374 0.6238 1.6972
C -0.7455 -0.7815 1.8092
C 0.0137 -1.4549 2.9170
H 0.5208 -0.7184 3.5619
H 0.7800 -2.1417 2.5166
H -0.6811 -2.0324 3.5559
C -1.3240 -1.4590 0.6859
C -1.2744 -2.9396 0.4374
H -2.0937 -3.4619 0.9693
H -0.3173 -3.3605 0.7861
H -1.3708 -3.1693 -0.6364
C -2.0222 -0.4639 -0.1139
C -2.8558 -0.7477 -1.3317
H -2.4380 -1.5765 -1.9262
H -2.9202 0.1363 -1.9872
H -3.8862 -1.0269 -1.0397
C -0.6532 1.6901 2.6832
H -1.3605 1.7262 3.5344
H -0.6557 2.6843 2.2081
H 0.3551 1.5174 3.0967
C -2.4673 2.1095 0.0591
H -2.6033 2.1394 -1.0337
H -1.8508 2.9793 0.3355
H -3.4634 2.2405 0.5261
C 3.2253 -3.6594 0.4002
H 3.1332 -4.5515 1.0362
C 3.9283 -3.7273 -0.8106
H 4.3912 -4.6639 -1.1367
C 4.0144 -2.5569 -1.5804
H 4.5505 -2.5557 -2.5360
C 3.4020 -1.3918 -1.1177
H 3.4344 -0.4693 -1.7056
C 2.7121 -1.4177 0.1180
C 1.9748 -0.2583 0.6548
H 2.0071 -0.2299 1.7535
C 1.0959 1.5587 -0.3165
C 3.3251 1.9734 -0.0484
H 4.3596 1.7568 0.2116
C 2.7460 3.1019 -0.5701
H 3.1741 4.0588 -0.8618
N 1.3692 2.8401 -0.7240
C 0.3952 3.7969 -1.1674
C 0.1168 4.9132 -0.3486
C -0.8710 5.8159 -0.7779
H -1.1073 6.6784 -0.1434
C -1.5723 5.6330 -1.9812
C -2.6165 6.6286 -2.4333
H -3.4727 6.1230 -2.9120
H -2.1937 7.3310 -3.1765
H -2.9948 7.2271 -1.5879
C -1.2631 4.5089 -2.7664
H -1.8013 4.3465 -3.7080
C -0.2847 3.5764 -2.3846
C -0.0073 2.3615 -3.2337
H 1.0657 2.1084 -3.2474
H -0.3503 2.5213 -4.2687
H -0.5289 1.4785 -2.8254
C 0.8342 5.1297 0.9644
H 1.8225 5.6021 0.8138
H 1.0112 4.1764 1.4887
H 0.2466 5.7913 1.6214
C 1.1980 -4.8695 -2.7899
C 0.7201 -3.4552 -2.7363
C 0.2042 -2.7531 -3.7629
C -0.1129 -1.5192 -3.2318
N 0.1999 -1.4744 -1.8784
N 0.7115 -2.6818 -1.6443
C -0.7338 -0.5226 -4.1533
H 1.0682 -5.2845 -3.8118
H 2.2710 -4.9185 -2.5291
H 0.6150 -5.4848 -2.0740
H 0.0660 -3.0963 -4.7808
H 1.0318 -3.0292 -0.7394
H 0.0282 0.2155 -4.4418
H -0.9921 -0.9969 -5.1253
H -1.6834 -0.1150 -3.7709
```

Its highest occupied orbital energy is 0.32 eV. As for the net charge: -1. As for the frontier orbital gap: 1.86 eV. The value obtained for the energy is -47017.9432 eV. The LUMO energy comes out at 2.177 eV.

***

Record 2
# B5F20Li

A structure of composition B5F20Li (ωB97M-V/def2-TZVPD, the Open Molecules 2025 dataset).

XYZ file:
```
26
Properties=species:S:1:pos:R:3
Li -12.0655 -17.9001 8.7311
B -9.3698 -19.0397 10.5582
F -9.0274 -18.1233 11.5514
F -10.2710 -18.4858 9.6078
F -8.1394 -19.4222 9.9479
F -9.9801 -20.1984 11.0820
B -11.9999 -15.1159 9.9565
F -11.3345 -13.9921 9.3663
F -12.5667 -15.9245 8.9344
F -11.1327 -15.8389 10.7349
F -13.0448 -14.5600 10.7470
B -10.0271 -18.0526 6.4590
F -11.0759 -18.9642 6.2342
F -9.6085 -17.5451 5.1981
F -10.5048 -16.9898 7.2674
F -8.9337 -18.7057 7.0344
B -14.9481 -17.4030 6.6553
F -16.1496 -17.6585 5.9448
F -13.8474 -17.8869 5.9660
F -14.8004 -16.0229 6.8946
F -15.0180 -18.0697 7.9024
B -13.4790 -18.5810 11.7695
F -13.1763 -18.4416 10.3881
F -14.0061 -17.3672 12.2589
F -14.4318 -19.5894 11.9725
F -12.3522 -18.8813 12.5595
```

Its highest occupied orbital energy is -0.16 eV. For the relative energy (zero: lowest compared OMol25 entry of this formula, charge and spin), the calculation gives 18.6 kJ/mol. As for the net charge: -4. As for the frontier orbital gap: 9.67 eV. The value obtained for the energy is -57966.6927 eV. The LUMO energy comes out at 9.516 eV.

***

Record 3
# C11H10ClIrNS

A structure of composition C11H10ClIrNS (ωB97M-V/def2-TZVPD, the Open Molecules 2025 dataset).

XYZ file:
```
25
Properties=species:S:1:pos:R:3
C -3.4504 -0.8340 -0.0831
C -3.0799 -1.0754 -1.4517
C -2.2997 0.0573 -1.9098
H -3.3411 -1.9253 -2.0604
C -2.1576 0.9814 -0.8083
C -2.7814 0.4136 0.3539
H -2.8248 0.8411 1.3617
H -4.0804 -1.4459 0.5409
H -1.9179 0.1798 -2.9084
H -1.6049 1.9226 -0.8648
Ir -1.3402 -0.9756 -0.2714
Cl 0.4894 -2.1420 -0.0885
C 3.4462 0.2479 0.7902
C 2.5178 1.2125 0.3044
C 2.0493 0.7995 -0.9736
H 2.1420 2.0933 0.7979
C 2.8497 -0.3116 -1.3893
C 3.6542 -0.6792 -0.2491
H 4.4032 -1.4777 -0.2606
H 3.8732 0.1627 1.7847
H 1.1106 0.9984 -1.4200
H 2.7255 -0.8470 -2.3581
S -0.3423 1.4028 2.5213
C -0.1101 0.5247 3.8284
N 0.0696 -0.1238 4.8133
```

Its highest occupied orbital energy (alpha / beta) is -3.73 / -3.97 eV. Its spin multiplicity is 5. For the relative energy (zero: lowest compared OMol25 entry of this formula, charge and spin), the calculation gives 0.0 kJ/mol. As for the net charge: -1. As for the frontier orbital gap (alpha / beta): 6.31 / 4.97 eV. The expectation value of S² is 6.03. The value obtained for the energy is -39252.1726 eV. The LUMO energy (alpha / beta) comes out at 2.587 / 0.996 eV.

***

Record 4
# C6H9N

An isolated molecule of C6H9N (ωB97M-V/def2-TZVPD, the Open Molecules 2025 dataset).

XYZ file:
```
16
Properties=species:S:1:pos:R:3
C -2.0439 -0.2912 -0.5424
C -1.3971 0.3981 0.4222
C -0.5513 1.5710 0.3523
N 0.8493 1.0343 0.4214
C 1.6558 0.7311 -0.8152
C 1.2719 -0.2848 -0.0612
C 1.3627 -1.6380 0.4078
H -2.4349 0.2603 -1.3219
H -2.3557 -1.2749 -0.5717
H -1.1458 -0.1849 1.2265
H -0.8253 2.0326 -0.5476
H -0.7689 2.3427 1.0796
H 2.1917 1.2701 -1.5197
H 2.0324 -2.1200 -0.2239
H 0.3989 -2.0307 0.2121
H 1.7604 -1.8156 1.4816
```

Its highest occupied orbital energy is -7.46 eV. For the relative energy (zero: lowest compared OMol25 entry of this formula, charge and spin), the calculation gives 552.7 kJ/mol. As for the net charge: 0. As for the frontier orbital gap: 8.54 eV. The value obtained for the energy is -7852.4309 eV. The SMILES is C=CCN1C=C1C. The LUMO energy comes out at 1.081 eV.

***

Record 5
# C2H6N4

An isolated molecule of C2H6N4 (ωB97M-V/def2-TZVPD, the Open Molecules 2025 dataset).

XYZ file:
```
12
Properties=species:S:1:pos:R:3
H -1.6837 1.8251 -1.7231
N -1.5635 0.8535 -1.9137
C -0.9418 0.1615 -1.0705
N -0.2072 0.6027 0.0262
C 0.6885 -0.2238 0.7569
N 0.3314 -1.5985 0.6460
N 1.7148 0.2058 1.3900
H 1.8936 1.1607 1.2004
H -0.8251 -0.9320 -1.2172
H -0.1677 1.6064 0.2457
H -0.6555 -1.6496 1.0712
H 1.0309 -2.0812 1.2653
```

Its highest occupied orbital energy is -9.43 eV. For the relative energy (zero: lowest compared OMol25 entry of this formula, charge and spin), the calculation gives 68.6 kJ/mol. As for the net charge: 0. As for the frontier orbital gap: 10.16 eV. The value obtained for the energy is -8131.3823 eV. The SMILES is [H]/N=C\N/C(N)=N\[H]. The LUMO energy comes out at 0.730 eV.

***

Record 6
# C3H10NO3

A cluster of 2 separate species, C3H10NO3 in total (ωB97M-V/def2-TZVPD, the Open Molecules 2025 dataset).

XYZ file:
```
17
Properties=species:S:1:pos:R:3
O 0.0724 -2.8031 -1.1696
C 0.3160 -1.5351 -1.1847
C 0.4635 -0.9665 0.2422
N 0.5277 0.5363 0.2427
C 0.8033 1.1285 1.6008
O 0.5399 -0.8993 -2.2202
H 0.0495 -3.1901 -2.0731
H 1.4165 -1.3754 0.5917
H -0.3373 -1.3645 0.8564
H 1.2077 0.7971 -0.4791
H -0.3962 0.8655 -0.0945
H 1.1281 2.1585 1.4877
H 1.4644 0.4595 2.1347
H -0.1279 1.1496 2.1639
H -2.9451 1.1915 -1.0036
H -2.1065 2.3874 -0.4145
O -2.0761 1.4600 -0.6809
```

Its highest occupied orbital energy (alpha / beta) is -19.80 / -19.79 eV. Its spin multiplicity is 2. For the relative energy (zero: lowest compared OMol25 entry of this formula, charge and spin), the calculation gives 78.9 kJ/mol. As for the net charge: +2. As for the frontier orbital gap (alpha / beta): 10.17 / 4.97 eV. The expectation value of S² is 0.76. The value obtained for the energy is -10884.8305 eV. The LUMO energy (alpha / beta) comes out at -9.626 / -14.825 eV.